1.
Below is C16H31NP2Sn as an isolated structure, with properties calculated with wB97M-V/def2-TZVPD.

Positions of all 51 atoms, in Å:
P  0.05  -1.42  -6.13
P  0.13  1.75  -5.97
C  -0.30  -0.45  -7.67
C  0.36  0.92  -7.63
H  -1.40  -0.37  -7.76
H  0.09  -1.05  -8.50
H  1.45  0.86  -7.79
H  -0.08  1.59  -8.37
C  -1.54  2.44  -6.34
H  -1.82  3.17  -5.58
H  -2.29  1.64  -6.35
H  -1.51  2.92  -7.33
C  1.21  3.18  -6.35
H  0.84  3.65  -7.27
H  2.23  2.80  -6.48
H  1.18  3.88  -5.51
C  -1.04  -2.83  -6.48
H  -0.94  -3.56  -5.67
H  -0.74  -3.24  -7.45
H  -2.07  -2.45  -6.51
C  1.72  -2.02  -6.59
H  2.45  -1.20  -6.55
H  1.66  -2.44  -7.60
H  2.04  -2.79  -5.87
Sn  0.60  -0.17  1.17
C  0.60  1.71  -2.29
C  -0.74  1.59  -2.43
C  -1.51  0.71  -3.37
C  -1.98  -0.60  -2.76
C  -0.87  -1.53  -2.38
C  0.45  -1.42  -2.62
C  1.16  -0.45  -3.50
C  1.68  0.85  -2.84
C  0.28  -2.33  1.45
H  0.96  2.45  -1.57
H  -1.36  2.15  -1.71
H  -0.98  0.51  -4.30
H  -2.37  1.29  -3.73
H  -2.59  -0.35  -1.88
H  -2.65  -1.13  -3.45
H  -1.18  -2.35  -1.71
H  1.11  -2.06  -2.01
H  0.56  -0.11  -4.37
H  2.01  -0.97  -3.97
H  2.40  0.54  -2.07
H  2.26  1.43  -3.58
H  0.98  -2.57  2.27
H  0.52  -2.91  0.55
H  -0.77  -2.48  1.75
N  -0.25  2.06  3.61
C  -0.01  1.19  2.86

Energy relative to the best compared isomer or geometry (same formula, charge and spin) (kcal per mole): 0.0
HOMO-LUMO gap (eV): 6.5920
HOMO level (hartree): -0.287

=====

2.
Below is C16H31O18 as an isolated structure, with properties calculated with wB97M-V/def2-TZVPD.

Positions of all 65 atoms, in Å:
O  -0.71  -0.11  -1.20
C  -1.61  -0.82  -2.00
O  -1.92  -0.52  -3.16
O  -2.08  -1.83  -1.39
H  -1.04  -0.95  -0.69
C  5.21  3.51  -0.61
O  3.88  3.04  -0.72
C  3.70  1.71  -0.72
O  4.54  0.88  -0.52
O  2.44  1.39  -0.98
C  1.42  2.38  -1.12
H  5.90  2.70  -0.84
H  5.40  3.88  0.40
H  5.40  4.25  -1.38
H  0.50  1.80  -1.25
H  1.66  3.01  -1.97
H  1.23  2.93  -0.20
C  0.90  0.47  1.83
O  0.90  -0.63  2.74
C  1.77  -0.64  3.73
O  2.69  0.11  3.91
O  1.49  -1.73  4.44
C  2.27  -2.13  5.52
H  0.06  0.34  1.17
H  1.79  0.38  1.21
H  0.86  1.42  2.36
H  1.98  -3.13  5.83
H  2.20  -1.45  6.37
H  3.34  -2.17  5.26
C  -1.80  -2.93  4.10
O  -2.62  -1.84  3.71
C  -2.80  -1.66  2.38
O  -2.39  -2.37  1.51
O  -3.52  -0.55  2.25
C  -3.83  -0.16  0.91
H  -1.73  -2.88  5.18
H  -0.78  -2.77  3.75
H  -2.19  -3.88  3.75
H  -3.01  -0.31  0.21
H  -4.01  0.91  0.92
H  -4.70  -0.73  0.58
C  1.57  -3.70  2.01
O  2.13  -3.01  0.92
C  1.39  -2.83  -0.18
O  0.34  -3.36  -0.37
O  2.08  -2.09  -1.03
C  1.61  -2.06  -2.37
H  0.63  -3.24  2.26
H  2.28  -3.84  2.82
H  1.31  -4.72  1.69
H  1.78  -1.07  -2.79
H  0.54  -2.26  -2.40
H  2.16  -2.80  -2.96
C  -4.18  3.33  -6.56
O  -3.37  3.77  -5.46
C  -3.22  2.91  -4.44
O  -3.72  1.83  -4.35
O  -2.45  3.51  -3.54
C  -2.21  2.86  -2.31
H  -4.52  2.31  -6.40
H  -3.62  3.40  -7.48
H  -5.00  4.05  -6.57
H  -1.69  3.55  -1.64
H  -1.55  1.99  -2.37
H  -3.11  2.55  -1.77

Charge: -1
Energy relative to the best compared isomer or geometry (same formula, charge and spin) (kcal per mole): 30.7
HOMO-LUMO gap (eV): 7.0764
HOMO level (hartree): -0.170

=====

3.
Below is C16H31O18Tl as an isolated structure, with properties calculated with wB97M-V/def2-TZVPD.

Positions of all 66 atoms, in Å:
Tl  -2.12  -2.15  -4.40
O  -0.94  0.30  -0.42
C  -1.43  -0.43  -1.39
O  -1.32  0.05  -2.53
O  -1.98  -1.54  -1.33
H  -0.78  1.09  -0.94
C  2.48  0.14  -3.73
O  2.61  -0.86  -2.73
C  1.78  -1.92  -2.65
O  0.84  -2.19  -3.35
O  2.05  -2.52  -1.49
C  1.15  -3.47  -1.01
H  1.58  0.72  -3.52
H  2.35  -0.19  -4.76
H  3.30  0.81  -3.50
H  1.48  -3.73  -0.01
H  1.14  -4.28  -1.74
H  0.15  -3.02  -0.94
C  3.00  3.20  -1.35
O  1.78  2.90  -1.96
C  0.73  3.68  -1.76
O  0.70  4.74  -1.16
O  -0.36  2.95  -2.14
C  -1.60  3.41  -1.74
H  2.78  3.10  -0.29
H  3.23  4.23  -1.59
H  3.78  2.53  -1.72
H  -1.76  4.38  -2.21
H  -1.80  3.45  -0.67
H  -2.32  2.63  -2.00
C  5.67  -0.68  3.47
O  4.83  0.20  2.67
C  3.61  -0.22  2.33
O  2.99  -1.19  2.74
O  3.17  0.72  1.51
C  1.89  0.56  0.88
H  5.41  -0.87  4.51
H  6.65  -0.25  3.65
H  5.83  -1.60  2.90
H  1.88  -0.26  0.15
H  1.24  1.40  0.64
H  1.21  0.07  1.58
C  -4.31  0.65  0.04
O  -5.31  1.68  0.41
C  -5.58  2.75  -0.28
O  -5.07  3.08  -1.36
O  -6.65  3.33  0.17
C  -7.05  4.60  -0.43
H  -4.58  -0.34  0.41
H  -3.34  0.80  0.52
H  -4.10  0.63  -1.03
H  -6.15  5.10  -0.76
H  -7.54  5.32  0.24
H  -7.62  4.35  -1.33
C  -1.32  -2.37  2.07
O  -0.40  -3.44  1.97
C  0.36  -3.88  3.02
O  0.39  -3.37  4.10
O  1.04  -4.96  2.61
C  1.60  -5.73  3.68
H  -2.11  -2.46  2.81
H  -1.76  -2.22  1.08
H  -0.73  -1.46  2.21
H  2.65  -5.49  3.81
H  1.56  -6.78  3.38
H  1.13  -5.68  4.66

Charge: +1
HOMO-LUMO gap (alpha / beta) (eV): 8.3807 / 5.0251
Spin multiplicity: 2
HOMO level (alpha / beta) (hartree): -0.465 / -0.465